Record 1
Molecular formula: C2H9N3O
Method: DFT, ωB97M-V/def2-TZVPD

```
! wB97M-V def2-TZVPD RIJCOSX def2/J DEFGRID3
* xyz 0 1
C 0.60 0.71 -1.21
C 0.46 -0.37 -0.17
N 1.68 -0.07 0.99
N -0.57 -0.40 0.79
N -1.61 -0.98 -0.48
O -0.97 0.91 1.11
H 1.65 0.83 -1.44
H 0.04 0.43 -2.11
H 0.22 1.66 -0.84
H 0.74 -1.38 -0.47
H 1.56 0.83 1.43
H 1.69 -0.79 1.71
H -1.81 -1.94 -0.19
H -2.08 -0.21 -0.96
H -1.60 0.78 1.83
*
```

## Properties
**Structure (SMILES)**: C[C@@H](N)N(N)O
**Energy above the lowest of the compared OMol25 structures with the same formula, charge and spin**: 127.3 kcal per mole
**Total energy**: -8732.921 eV

Here are the natural (NBO) charges for atoms 1 to 5, given in e: -0.6659, 0.1258, -0.9121, 0.0091, -0.8585


Record 2
Molecular formula: C4H17N5
Method: DFT, ωB97M-V/def2-TZVPD

```
! wB97M-V def2-TZVPD RIJCOSX def2/J DEFGRID3
* xyz 0 1
C -0.45 1.93 0.08
N 0.18 1.38 -1.09
C -0.76 1.23 -2.18
C 1.37 0.05 -0.93
N 1.74 -0.14 0.39
N 2.39 0.63 -1.71
H -1.30 1.33 0.46
H -0.86 2.93 -0.15
H 0.28 2.06 0.88
H -1.19 2.20 -2.46
H -1.60 0.55 -1.94
H -0.26 0.83 -3.06
H 0.91 -0.84 -1.37
H 0.98 -0.43 1.01
H 2.22 0.66 0.79
H 2.24 1.65 -1.49
H 2.19 0.53 -2.69
C -0.63 -2.31 2.62
N -0.75 -1.18 1.72
N -1.41 -1.60 0.48
H 0.10 -3.01 2.22
H -0.27 -1.95 3.58
H -1.58 -2.85 2.76
H -1.41 -0.51 2.13
H -0.81 -2.33 0.08
H -1.32 -0.80 -0.16
*
```

## Properties
**Structure (SMILES)**: CN(C)C(N)N.CNN
**Energy above the lowest of the compared OMol25 structures with the same formula, charge and spin**: 36.3 kcal per mole
**Total energy**: -11871.786 eV

Here are the natural (NBO) charges for atoms 1 to 5, given in e: -0.4162, -0.5632, -0.4168, 0.3162, -0.8491


Record 3
Molecular formula: C16H8BO13
Method: DFT, ωB97M-V/def2-TZVPD

```
! wB97M-V def2-TZVPD RIJCOSX def2/J DEFGRID3
* xyz -1 1
O 7.84 -0.15 1.24
C 6.66 -0.51 1.09
O 5.98 -1.71 1.41
C 5.01 -1.92 0.35
O 4.61 -3.03 -0.01
C 4.64 -0.45 -0.12
C 3.41 0.14 -0.94
C 2.15 -0.88 -1.05
O 1.96 -1.56 -2.08
C 1.19 -0.91 0.24
C 1.42 -2.01 1.31
C 0.49 -1.97 2.56
C -0.59 -0.85 2.66
C -0.81 0.24 1.57
C 0.12 0.21 0.32
C 5.63 0.46 0.35
O 5.62 1.86 0.15
H 3.01 1.04 -0.33
H 3.69 0.59 -1.96
H 2.23 -2.78 1.15
H 0.64 -2.76 3.36
H -1.27 -0.85 3.57
H -1.60 1.07 1.67
H 0.05 0.96 -0.53
H 4.94 2.20 0.79
B -5.15 1.04 -1.29
O -5.39 2.44 -1.70
C -4.35 3.15 -1.28
O -4.22 4.34 -1.46
C -3.40 2.28 -0.59
O -2.35 2.62 -0.09
O -3.86 1.03 -0.58
O -6.24 0.56 -0.42
C -6.78 -0.50 -1.01
O -7.70 -1.14 -0.56
C -6.09 -0.76 -2.28
O -6.34 -1.65 -3.06
O -5.13 0.14 -2.46
*
```

## Properties
**Total energy**: -44017.679 eV

Here are the natural (NBO) charges for atoms 1 to 5, given in e: -0.5047, 0.7419, -0.5127, 0.7809, -0.4912


Record 4
Molecular formula: C4H5O5Tb
Method: DFT, ωB97M-V/def2-TZVPD

```
! wB97M-V def2-TZVPD RIJCOSX def2/J DEFGRID3
* xyz 1 8
O 0.11 -1.45 -0.52
O 1.63 0.68 0.88
C 0.77 1.52 0.66
C -0.14 1.53 -0.53
O 0.17 0.63 -1.54
C -0.46 -0.65 -1.47
Tb 2.24 -1.39 0.05
H 0.57 2.30 1.41
H -0.13 2.56 -0.92
H -1.17 1.37 -0.12
H -0.33 -1.06 -2.49
H -1.54 -0.50 -1.26
O 0.54 -2.13 2.09
C -0.58 -1.88 1.79
O -1.68 -1.53 1.98
*
```

## Properties
**Energy above the lowest of the compared OMol25 structures with the same formula, charge and spin**: 11.4 kcal per mole
**Total energy**: -36894.306 eV

Here are the Löwdin charges for atoms 1 to 5, given in e: -0.4490, -0.1558, -0.1297, -0.1708, -0.1217


Record 5
Molecular formula: C28H37Ge2N4O3PSSeW
Method: DFT, ωB97M-V/def2-TZVPD

```
! wB97M-V def2-TZVPD RIJCOSX def2/J DEFGRID3
* xyz 3 2
W 0.15 0.39 0.10
N 3.61 2.13 7.21
C 3.32 1.91 5.93
C 4.31 1.42 5.04
C 4.02 1.21 3.72
C 2.71 1.47 3.25
C 1.71 1.96 4.12
C 2.01 2.18 5.43
S 2.40 1.18 1.63
O 3.56 1.32 0.81
O 1.14 1.94 1.21
N 1.66 -0.28 1.29
C 2.11 -1.32 0.48
N 1.12 -1.54 -0.41
C 1.30 -2.49 -1.33
C 2.46 -3.24 -1.30
C 3.42 -2.93 -0.34
N 3.25 -1.95 0.56
H 4.54 1.96 7.57
H 2.93 2.49 7.85
H 5.31 1.23 5.40
H 4.78 0.85 3.05
H 0.73 2.20 3.75
H 1.27 2.58 6.10
H 0.52 -2.63 -2.07
H 2.63 -4.03 -2.01
H 4.35 -3.48 -0.27
C 2.31 3.50 -1.24
P 2.21 1.95 -2.13
C 3.82 1.29 -2.43
C 1.40 2.27 -3.68
O 1.38 0.85 -1.36
H 2.75 4.23 -1.93
H 2.95 3.41 -0.37
H 1.32 3.84 -0.95
H 4.41 2.02 -2.98
H 3.74 0.38 -3.03
H 4.31 1.07 -1.48
H 1.99 2.99 -4.25
H 0.41 2.69 -3.51
H 1.32 1.35 -4.26
C -1.00 0.24 2.37
Ge -1.68 -1.27 1.13
C -0.78 -2.95 1.51
C -3.57 -1.43 1.57
Ge -2.39 0.09 -1.34
C -4.28 0.02 -1.11
C -4.94 1.00 -0.36
C -6.32 0.97 -0.26
C -7.04 -0.03 -0.91
C -6.39 -0.99 -1.67
C -5.01 -0.97 -1.78
C -1.66 -0.94 -2.79
C -1.07 -0.32 -3.90
C -0.66 -1.08 -4.98
C -0.84 -2.46 -4.97
C -1.44 -3.08 -3.88
C -1.84 -2.32 -2.79
H -1.79 -0.14 3.04
H -1.26 1.28 2.25
H -0.07 0.09 2.91
H -1.37 -3.47 2.26
H 0.23 -2.81 1.89
H -0.75 -3.58 0.62
H -4.05 -0.46 1.66
H -3.58 -1.94 2.54
H -4.11 -2.04 0.85
H -4.39 1.79 0.14
H -6.84 1.73 0.31
H -8.12 -0.05 -0.84
H -6.96 -1.75 -2.19
H -4.51 -1.71 -2.39
H -0.96 0.76 -3.92
H -0.23 -0.60 -5.85
H -0.53 -3.05 -5.83
H -1.60 -4.15 -3.89
H -2.32 -2.82 -1.96
Se -1.49 2.11 -0.61
*
```

## Properties
**Energy above the lowest of the compared OMol25 structures with the same formula, charge and spin**: 6.3 kcal per mole
**Total energy**: -242044.211 eV

Here are the Löwdin charges for atoms 1 to 5, given in e: 1.2490, 0.1933, -0.2609, 0.0151, -0.0282


Record 6
Molecular formula: C3H6N2OS2
Method: DFT, ωB97M-V/def2-TZVPD

```
! wB97M-V def2-TZVPD RIJCOSX def2/J DEFGRID3
* xyz 0 1
C 1.29 0.46 1.32
C 0.83 1.39 0.21
S 1.43 2.97 -0.06
S -0.48 0.74 -0.84
N -0.49 -0.76 -0.24
C -1.42 -1.63 -0.46
N -1.46 -2.98 -0.22
O -0.61 -3.40 0.86
H 2.07 -0.22 1.06
H 1.62 0.74 2.40
H 0.22 -0.13 1.47
H -2.44 -1.66 -1.28
H -2.43 -3.01 0.23
H 0.10 -2.95 0.33
*
```

## Properties
**Structure (SMILES)**: CC(=S)S/N=C/NO
**Energy above the lowest of the compared OMol25 structures with the same formula, charge and spin**: 142.6 kcal per mole
**Total energy**: -29901.139 eV

Here are the natural (NBO) charges for atoms 1 to 5, given in e: -0.7275, -0.2516, -0.0295, 0.5837, -0.7348


Record 7
Molecular formula: C4H7NS2
Method: DFT, ωB97M-V/def2-TZVPD

```
! wB97M-V def2-TZVPD RIJCOSX def2/J DEFGRID3
* xyz 0 1
C 2.14 0.72 -0.94
C 1.15 0.19 -0.16
C -1.66 0.36 1.05
C -1.16 -0.99 0.63
N 2.23 0.48 -2.29
S 0.00 -0.93 -0.82
S 1.27 -0.44 -3.13
H 2.92 1.41 -0.46
H 1.07 0.45 0.84
H -2.50 0.75 0.42
H -2.15 0.35 1.97
H -0.76 0.97 1.08
H -1.98 -1.75 0.29
H -0.57 -1.57 1.53
*
```

## Properties
**Energy above the lowest of the compared OMol25 structures with the same formula, charge and spin**: 64.5 kcal per mole
**Total energy**: -27419.048 eV

Here are the natural (NBO) charges for atoms 1 to 5, given in e: -0.0890, -0.3449, -0.6349, -0.5668, -0.5696


Record 8
Molecular formula: C10H13N2
Method: DFT, ωB97M-V/def2-TZVPD

```
! wB97M-V def2-TZVPD RIJCOSX def2/J DEFGRID3
* xyz 1 1
C 2.24 -1.49 0.01
C 1.69 -0.30 0.04
N 2.34 0.89 -0.39
C 1.56 1.87 -0.49
C 0.15 1.35 -0.13
C -1.04 1.88 -0.25
C -2.17 1.05 0.17
C -2.07 -0.25 0.13
C -0.69 -0.87 -0.20
C -0.50 -1.19 -1.71
N 0.35 0.02 0.40
C 0.14 0.05 1.83
H 1.79 -2.48 0.47
H 3.37 -1.44 -0.05
H 1.87 2.86 -0.82
H -1.12 2.88 -0.59
H -3.07 1.63 0.31
H -2.87 -0.92 0.26
H -0.57 -1.82 0.33
H -0.61 -0.27 -2.29
H -1.32 -1.74 -1.95
H 0.33 -1.84 -1.88
H 0.40 0.95 2.30
H -0.87 -0.09 2.19
H 0.67 -0.72 2.33
*
```

## Properties
**Structure (SMILES)**: C=C1N=CC2=CC=C[C@@H](C)[N@@+]12C
**Energy above the lowest of the compared OMol25 structures with the same formula, charge and spin**: 91.5 kcal per mole
**Total energy**: -13551.369 eV

Here are the natural (NBO) charges for atoms 1 to 5, given in e: -0.3662, 0.2471, -0.3650, 0.1066, 0.1025